The following is a quantum chemistry calculation of the ion C3H3N2O3S with charge -1 in a non-equilibrium geometry, from the Open Molecules 2025 dataset.

```
! RIJCOSX wB97M-V def2-TZVPD def2/J DEFGRID3
* xyz -1 1
S 0.90358 -2.01318 0.19418
O 0.23554 1.49104 0.59651
O -1.92953 1.91825 0.83023
O -3.22229 -0.84055 -1.47114
N -1.33407 0.35825 -0.73418
N 1.16800 0.76060 -0.20379
C 1.66076 -0.23247 0.46887
C -2.34428 -0.21151 -1.01559
C -1.02841 1.28598 0.33403
H 2.78784 -0.42701 0.30703
H 1.60801 -1.99272 -0.94250
H 1.49485 -0.09668 1.63635
*
```

Calculated values
* ΔE to the lowest compared entry with this formula, charge and spin: 248.1 kJ/mol
* lowest unoccupied orbital energy: 3.571 eV
* orbital gap: 0.24828 hartree

Atom charges from the Löwdin analysis, given in e for atoms 1 to 6:
1. S 0.449
2. O -0.047
3. O 0.068
4. O 0.132
5. N 0.224
6. N -0.168